# 1
# C26H43FNO11

A cluster of 5 separate species, C26H43FNO11 in total in a non-equilibrium geometry (ωB97M-V/def2-TZVPD, the OMol25 dataset).

E_tot: -1998.83746 a.u.
Spin multiplicity: 1
Net charge: -1
Frontier orbital gap: 4.95 eV

Last column: Löwdin charge in e.
Element x y z (Å)
C  1.8086  -5.1615  -2.2670  -0.046
C  0.6075  -4.8449  -1.3879  -0.368
F  0.8537  -5.1702  -0.0499  -0.051
C  -0.7119  -5.4512  -1.9058  -0.171
N  -1.4313  -4.4348  -2.6658  0.013
C  -2.6583  -3.9366  -2.0356  -0.419
C  -2.4934  -3.5822  -0.5482  0.004
C  -3.0254  -2.6327  -2.7997  -0.143
C  -1.8922  -1.5801  -2.8624  -0.166
C  -2.0558  -0.3722  -1.8939  -0.174
C  -0.8209  -0.0820  -1.0466  -0.257
O  -0.2569  -1.2479  -0.4387  -0.086
C  -3.8354  -4.9380  -2.2618  -0.673
O  -3.7245  -6.0805  -1.7190  -0.093
O  -4.7907  -4.5740  -2.9800  -0.060
H  1.4589  -5.3955  -3.2669  0.069
H  2.4320  -5.9583  -1.8664  0.072
H  2.4465  -4.2856  -2.3728  0.064
H  0.4737  -3.7681  -1.4299  0.110
H  -0.4413  -6.2610  -2.5840  0.111
H  -1.2966  -5.9079  -1.1115  0.112
H  -1.6157  -4.7572  -3.6024  0.121
H  -1.4674  -3.5953  -0.1997  0.062
H  -3.1425  -4.2357  0.0305  0.085
H  -2.8655  -2.5741  -0.3922  0.061
H  -3.9016  -2.1848  -2.3508  0.076
H  -3.2846  -2.8849  -3.8225  0.106
H  -1.8624  -1.1569  -3.8651  0.094
H  -0.9073  -2.0034  -2.6846  0.085
H  -2.3145  0.4950  -2.5015  0.105
H  -2.9063  -0.5226  -1.2316  0.082
H  -0.0268  0.3879  -1.6181  0.078
H  -1.1354  0.6070  -0.2566  0.111
H  -0.7301  -1.3908  0.3833  0.072
O  1.2706  1.9681  -1.8624  0.118
C  2.1393  2.2015  -1.0802  -0.471
O  2.0282  3.1385  -0.1028  0.025
C  3.2733  3.2525  0.6150  -0.168
C  3.9887  1.9341  0.3751  -0.147
C  3.5108  1.5535  -1.0230  -0.062
H  3.8288  4.1016  0.2211  0.109
H  3.0718  3.4241  1.6650  0.098
H  5.0713  2.0097  0.4683  0.113
H  3.6409  1.1893  1.0929  0.104
H  4.1369  1.9853  -1.8052  0.128
H  3.4318  0.4783  -1.1567  0.129
O  -5.9979  -0.7212  -3.1764  0.139
C  -6.3717  -0.8030  -2.0485  -0.478
O  -5.5556  -1.1222  -1.0088  0.005
C  -6.3191  -1.2432  0.1983  -0.153
C  -7.5885  -0.4383  -0.0433  -0.164
C  -7.7924  -0.6159  -1.5446  -0.077
H  -6.5240  -2.3019  0.3706  0.133
H  -5.7341  -0.8567  1.0303  0.124
H  -8.4296  -0.7701  0.5639  0.110
H  -7.4073  0.6150  0.1805  0.113
H  -8.3641  -1.5147  -1.7781  0.131
H  -8.2527  0.2532  -2.0061  0.118
O  4.5816  4.9949  2.5862  0.121
C  5.4673  5.6460  2.1182  -0.474
O  5.5635  5.9131  0.7931  0.019
C  6.7848  6.6210  0.5170  -0.150
C  7.1802  7.2632  1.8391  -0.155
C  6.6472  6.2534  2.8533  -0.071
H  7.5281  5.9029  0.1645  0.127
H  6.6036  7.3518  -0.2671  0.125
H  8.2482  7.4547  1.9204  0.115
H  6.6585  8.2136  1.9594  0.118
H  7.3697  5.4642  3.0657  0.132
H  6.3234  6.7235  3.7770  0.125
O  -1.0876  -0.3221  5.0684  0.126
C  -0.1861  0.3262  4.6310  -0.489
O  -0.0494  0.6140  3.3141  0.034
C  1.1837  1.3165  3.0865  -0.157
C  1.5464  1.9350  4.4288  -0.157
C  0.9783  0.9133  5.4102  -0.077
H  1.9332  0.5989  2.7441  0.123
H  1.0344  2.0686  2.3144  0.118
H  2.6138  2.1178  4.5430  0.113
H  1.0283  2.8877  4.5492  0.119
H  1.6885  0.1152  5.6303  0.129
H  0.6317  1.3716  6.3319  0.121

---

# 2
# C26H43MoN3P2

A structure of composition C26H43MoN3P2 in a non-equilibrium geometry (ωB97M-V/def2-TZVPD, the OMol25 dataset).

E_tot: -1931.09304 a.u.
Spin multiplicity: 3
Net charge: +2
Relative energy (zero: lowest compared OMol25 entry of this formula, charge and spin): 0.00 kcal/mol
⟨S²⟩: 2.05
Frontier orbital gap (alpha / beta): 4.97 / 5.55 eV

Last column: Löwdin spin population.
Element x y z (Å)
Mo  0.0322  -0.2092  1.9975  1.706
C  -0.6745  -2.1537  2.7697  0.012
C  0.7010  -2.2528  2.3205  0.064
C  0.6256  -0.7977  4.1434  -0.006
C  -0.7040  -1.2718  3.9011  -0.011
C  1.4966  -1.3872  3.1664  0.007
C  -1.8780  -2.8655  2.2385  0.013
H  -1.6800  -3.3163  1.2609  0.000
H  -2.7302  -2.1762  2.1448  0.001
H  -2.1910  -3.6660  2.9240  0.003
C  -1.8819  -1.0041  4.7764  0.001
H  -2.8189  -1.0360  4.2091  0.000
H  -1.8031  -0.0236  5.2665  0.000
H  -1.9579  -1.7631  5.5719  -0.001
C  1.0468  0.0389  5.3068  0.003
H  1.3181  -0.5905  6.1692  0.000
H  0.2371  0.7081  5.6278  0.000
H  1.9236  0.6487  5.0601  0.000
C  2.9823  -1.2086  3.1558  0.005
H  3.4510  -1.7959  3.9590  0.000
H  3.2600  -0.1597  3.3350  0.000
H  3.4259  -1.5346  2.2093  0.000
C  1.2372  -3.1724  1.2682  0.029
H  1.6042  -4.1084  1.7175  0.008
H  2.0828  -2.7136  0.7379  0.002
H  0.4605  -3.4405  0.5423  0.001
C  -1.9756  0.7187  -4.5133  0.000
C  -1.8523  -0.6117  -4.6205  0.000
C  -0.9829  -1.3048  -5.6316  0.000
C  0.3978  -0.6707  -5.9192  0.000
C  1.1177  -0.1423  -4.7151  0.000
C  1.0069  1.0928  -4.2143  0.000
C  0.1141  2.1753  -4.7479  0.000
C  -1.2405  1.7275  -5.3431  0.000
H  -1.5230  -1.3891  -6.5944  0.000
H  0.3024  0.0853  -6.7091  0.000
H  -0.8134  -2.3417  -5.2929  0.000
H  -1.0961  1.3953  -6.3797  0.000
H  -2.7248  1.1386  -3.8335  0.000
H  -2.5118  -1.2690  -4.0423  0.000
H  -1.8698  2.6311  -5.4004  0.000
H  -0.0947  2.8891  -3.9316  0.000
H  1.6733  1.4026  -3.3972  0.000
H  0.6604  2.7494  -5.5193  0.000
H  1.0221  -1.4756  -6.3395  0.000
H  1.8461  -0.8345  -4.2783  0.000
P  -1.0427  -0.1633  -0.2487  0.036
P  1.7042  1.2087  0.8030  0.030
C  -0.2302  1.1345  -1.2767  0.014
C  0.7364  2.0654  -0.5251  0.015
H  -1.0369  1.7209  -1.7457  0.000
H  0.2806  0.6176  -2.1005  0.000
H  1.4595  2.5261  -1.2188  0.001
H  0.1848  2.8877  -0.0405  0.000
C  2.4624  2.4924  1.8146  0.000
H  3.0879  2.0194  2.5849  0.000
H  1.6880  3.0885  2.3172  0.000
H  3.0925  3.1546  1.2008  -0.001
C  3.1165  0.4289  -0.0427  0.007
H  3.5686  1.1460  -0.7478  0.000
H  2.8062  -0.4732  -0.5913  0.000
H  3.8718  0.1431  0.7068  0.000
C  -2.7512  0.4277  -0.0541  0.007
H  -3.3049  -0.3056  0.5448  0.000
H  -3.2272  0.5356  -1.0385  0.000
H  -2.7522  1.3868  0.4757  0.000
C  -1.1880  -1.6236  -1.3139  0.003
H  -0.2312  -2.1598  -1.3659  0.000
H  -1.4875  -1.3434  -2.3366  0.000
H  -1.9462  -2.3001  -0.8934  0.000
N  -0.8395  1.3898  2.6634  0.006
C  -1.2735  2.3273  3.2466  0.056
N  -1.6771  3.4289  3.7092  0.002
C  -1.9273  3.6361  4.9984  0.006
N  -2.1650  3.8888  6.1183  -0.023

---

Question: Which formula does entry 1 have?
Answer: C26H43FNO11